{
  "formula": "C70H51BiGeN7O",
  "method": "ωB97M-V/def2-TZVPD",
  "charge": 1,
  "lumo_ev": -3.3826,
  "elements": ["Bi", "Ge", "O", "N", "N", "N", "N", "N", "N", "N", "C", "C", "C", "C", "C", "C", "C", "C", "C", "C", "C", "C", "C", "C", "C", "C", "C", "C", "C", "C", "C", "C", "C", "C", "C", "C", "C", "C", "C", "C", "C", "C", "C", "C", "C", "C", "C", "C", "C", "C", "C", "C", "C", "C", "C", "C", "C", "C", "C", "C", "C", "C", "C", "C", "C", "C", "C", "C", "C", "C", "C", "C", "C", "C", "C", "C", "C", "C", "C", "C", "H", "H", "H", "H", "H", "H", "H", "H", "H", "H", "H", "H", "H", "H", "H", "H", "H", "H", "H", "H", "H", "H", "H", "H", "H", "H", "H", "H", "H", "H", "H", "H", "H", "H", "H", "H", "H", "H", "H", "H", "H", "H", "H", "H", "H", "H", "H", "H", "H", "H", "H"],
  "xyz": [[0.070, -1.271, 1.252], [-1.930, 1.957, -1.977], [-0.642, 0.666, -1.784], [0.607, -2.437, -0.544], [-2.066, -1.134, 0.407], [1.158, 0.676, 0.274], [1.329, -0.254, 4.242], [2.405, -1.261, 1.501], [1.525, 0.653, -1.040], [-0.893, 0.834, 2.086], [4.280, -1.086, 2.730], [-6.729, 1.867, 2.250], [1.224, 0.657, -3.353], [-4.190, 1.944, -3.777], [4.513, -2.035, 1.754], [0.455, 5.631, -0.129], [5.691, -5.651, -0.084], [2.513, 2.700, 0.450], [3.325, -2.140, 0.993], [-5.030, 1.446, -4.760], [-0.072, 1.596, 2.698], [-3.293, 0.296, 2.063], [2.784, 1.913, 5.381], [3.817, 2.746, 6.072], [-3.194, -0.588, 1.017], [0.656, 0.632, -1.981], [1.677, 1.595, 1.011], [5.764, -4.572, -2.223], [5.039, 2.911, 5.572], [-5.059, 0.333, 3.843], [-5.484, 1.478, 1.780], [0.347, -3.873, -2.283], [-3.352, -0.162, -5.365], [6.242, -5.540, -1.352], [1.526, 2.658, 4.857], [5.422, 2.367, 4.270], [-1.731, -2.768, -1.424], [-0.699, 5.128, 0.457], [-3.293, -4.684, -1.721], [2.445, 0.031, -3.605], [-6.307, 0.716, 4.310], [-2.921, 1.402, -3.586], [1.848, -3.042, -0.816], [-3.100, -4.575, -4.478], [-2.499, -3.700, -2.312], [4.732, -3.731, -1.836], [-4.636, 0.701, 2.568], [4.547, 1.737, 3.487], [0.912, 5.095, -1.325], [-1.392, 4.095, -0.155], [3.133, 1.580, 3.919], [0.484, 0.362, 4.962], [2.389, 0.817, -5.878], [-4.613, 0.386, -5.552], [-2.105, 1.782, 3.749], [2.967, -0.613, 2.525], [4.171, -3.838, -0.565], [1.183, 1.452, -5.628], [0.215, 4.062, -1.937], [-0.314, -2.954, -1.417], [-3.984, -5.600, -2.499], [-4.370, -1.106, 0.325], [-2.173, 0.954, 2.676], [-2.509, 0.341, -4.385], [-3.880, -5.554, -3.881], [2.101, 2.605, 3.401], [0.227, 1.857, 5.033], [-0.947, 3.557, -1.361], [-2.418, -3.652, -3.700], [1.397, 1.591, 2.490], [4.668, -4.803, 0.310], [3.059, -2.953, -0.125], [0.608, 1.381, -4.369], [-7.147, 1.484, 3.516], [-3.949, -1.890, -0.678], [3.021, 0.112, -4.860], [-0.704, 2.289, 3.857], [1.654, -3.932, -1.908], [-2.494, -1.953, -0.608], [2.214, 0.422, 3.314], [2.072, 3.665, 0.705], [-2.892, 1.738, -0.826], [-4.410, -0.270, 4.466], [3.516, 2.652, 0.883], [0.694, 2.012, -6.413], [2.841, 0.875, -6.859], [-4.524, 2.761, -3.146], [-8.120, 1.784, 3.881], [5.421, -2.592, 1.596], [-1.820, -2.882, -4.171], [-6.015, 1.872, -4.897], [-5.164, 1.782, 0.790], [-3.015, -4.536, -5.556], [2.408, 3.561, 2.985], [2.551, 1.058, 6.023], [1.812, 5.483, -1.786], [3.968, -0.376, -5.048], [-1.535, -0.109, -4.239], [0.595, 3.646, -2.863], [3.540, 3.157, 7.036], [6.198, -4.470, -3.209], [4.364, -2.978, -2.521], [-0.240, 2.092, 5.989], [-4.549, -2.403, -1.408], [5.781, 3.475, 6.121], [1.405, 3.669, 5.246], [-5.383, -0.851, 0.585], [-0.667, 3.383, 3.795], [7.040, -6.202, -1.658], [0.996, 6.443, 0.342], [6.442, 2.517, 3.940], [-4.400, -6.282, -4.489], [-0.319, 1.909, -4.177], [-0.137, -0.270, 5.598], [-2.281, 3.697, 0.323], [2.414, -4.565, -2.328], [6.060, -6.399, 0.605], [-6.631, 0.408, 5.296], [-0.128, -4.446, -3.057], [-1.065, 5.544, 1.388], [2.923, -0.517, -2.805], [2.583, 2.613, -0.628], [-4.595, -6.356, -2.021], [4.233, -4.900, 1.297], [-3.361, -4.726, -0.641], [-3.025, -0.993, -5.977], [-5.270, -0.010, -6.315], [4.818, 1.401, 2.495], [4.949, -0.776, 3.514], [-7.377, 2.467, 1.624], [-2.926, 2.095, 4.374]]
}



{
  "formula": "C70H70F8O5",
  "method": "ωB97M-V/def2-TZVPD",
  "smiles": "CCOCCOCCOCc1ccc2c(c1)C(=O)C(CCC(C)C)=CC2=O.Fc1ccccc1.Fc1ccccc1.Fc1ccccc1.Fc1ccccc1.Fc1ccccc1.Fc1ccccc1.Fc1ccccc1.Fc1ccccc1",
  "lumo_ev": -0.5223,
  "elements": ["F", "F", "F", "F", "F", "F", "F", "F", "O", "O", "O", "O", "O", "C", "C", "C", "C", "C", "C", "C", "C", "C", "C", "C", "C", "C", "C", "C", "C", "C", "C", "C", "C", "C", "C", "C", "C", "C", "C", "C", "C", "C", "C", "C", "C", "C", "C", "C", "C", "C", "C", "C", "C", "C", "C", "C", "C", "C", "C", "C", "C", "C", "C", "C", "C", "C", "C", "C", "C", "C", "C", "C", "C", "C", "C", "C", "C", "C", "C", "C", "C", "C", "C", "H", "H", "H", "H", "H", "H", "H", "H", "H", "H", "H", "H", "H", "H", "H", "H", "H", "H", "H", "H", "H", "H", "H", "H", "H", "H", "H", "H", "H", "H", "H", "H", "H", "H", "H", "H", "H", "H", "H", "H", "H", "H", "H", "H", "H", "H", "H", "H", "H", "H", "H", "H", "H", "H", "H", "H", "H", "H", "H", "H", "H", "H", "H", "H", "H", "H", "H", "H", "H", "H"],
  "xyz": [[-6.257, 6.420, -3.672], [4.578, -10.169, 6.573], [2.736, -4.261, 3.744], [-11.200, 8.945, -2.320], [-0.846, 0.286, -6.170], [2.474, -6.543, -4.606], [6.342, 1.789, 2.484], [-2.408, -1.560, 0.484], [1.647, 2.595, -4.404], [2.622, 4.006, 0.149], [-2.680, 2.263, 1.298], [-2.788, 3.529, -3.949], [-4.636, 3.941, -1.175], [4.336, 4.393, 4.938], [-3.913, 2.381, 0.605], [-2.107, -3.583, 1.657], [-4.143, 3.727, -3.559], [5.753, -5.647, 5.176], [4.321, -11.828, 9.774], [6.291, 3.077, 4.455], [4.605, -6.569, -1.686], [1.970, 2.309, -3.265], [6.575, 0.510, -1.213], [0.308, 2.136, 0.117], [-10.754, 9.094, -1.053], [1.755, -2.224, -6.167], [-9.715, 8.304, -0.600], [-9.263, 8.469, 0.701], [4.045, -10.675, 7.705], [-0.251, -2.094, 1.260], [-1.933, 1.130, 0.863], [-2.643, 2.756, -5.114], [-4.148, 4.624, -2.317], [5.321, 1.086, -0.545], [0.592, -2.969, 1.930], [0.091, -4.152, 2.457], [-1.555, 3.295, -6.049], [5.033, 2.565, -0.961], [-8.462, 7.179, -4.005], [5.261, -6.830, 5.711], [2.592, -5.345, -1.198], [2.690, -10.541, 7.928], [3.623, 2.631, -1.527], [4.903, -4.778, 4.507], [-10.903, 10.191, 1.061], [-1.588, -2.416, 1.136], [2.144, -11.067, 9.091], [-9.391, 4.894, -2.722], [-9.825, 6.975, -3.849], [1.186, -3.172, -5.325], [-0.176, -0.851, -5.901], [3.389, 2.268, -2.784], [-0.756, -1.781, -5.061], [6.974, -0.772, -0.433], [-8.026, 5.087, -2.883], [5.683, 2.645, 3.294], [1.068, -1.055, -6.463], [3.916, -7.145, 5.582], [4.871, -11.313, 8.609], [-1.072, 1.035, -1.455], [2.920, -6.312, -3.355], [3.827, -5.838, -0.797], [6.351, 0.106, -2.689], [5.611, 3.962, 5.279], [2.487, 3.103, -0.656], [-0.196, 1.287, -2.481], [3.739, 3.943, 3.768], [-11.353, 10.038, -0.243], [3.567, -5.107, 4.392], [3.058, -6.275, 4.922], [-1.257, -4.459, 2.318], [4.418, 3.066, 2.936], [4.148, -6.813, -2.974], [-7.585, 6.230, -3.521], [-3.642, 3.014, -0.768], [-0.069, -2.951, -4.777], [1.188, 2.378, -0.897], [-10.290, 5.835, -3.207], [0.952, 1.977, -2.196], [-0.852, 1.446, -0.162], [2.959, -11.708, 10.014], [2.136, -5.579, -2.487], [-9.857, 9.410, 1.532], [2.745, 4.275, 3.502], [1.640, -2.729, 2.041], [6.055, -1.301, -0.154], [5.730, 2.910, -1.726], [-2.387, 1.709, -4.897], [-10.524, 7.705, -4.228], [-1.449, 4.381, -6.002], [-1.732, -1.585, -4.636], [-9.504, 9.533, 2.547], [3.806, 5.081, 5.584], [2.533, -12.114, 10.922], [6.078, 4.316, 6.189], [5.106, 3.199, -0.075], [5.569, -6.949, -1.376], [-9.753, 4.008, -2.218], [-2.687, 3.545, -0.674], [-4.760, 5.519, -2.475], [0.748, -4.832, 2.974], [-3.554, 2.199, -1.498], [4.184, -5.652, 0.207], [-3.162, -3.800, 1.545], [-4.419, 1.410, 0.535], [-4.583, 3.019, 1.189], [4.736, -7.387, -3.678], [1.180, -5.195, -2.819], [-7.308, 4.363, -2.518], [3.972, 2.711, 2.015], [6.801, -5.399, 5.280], [4.957, -12.324, 10.495], [2.736, -2.395, -6.591], [5.386, 1.006, 0.541], [1.491, -0.306, -7.120], [-11.369, 10.922, 1.708], [-1.648, -5.382, 2.725], [7.586, -1.442, -1.036], [-2.592, 0.375, 0.422], [2.004, -6.499, 4.818], [-9.270, 7.571, -1.259], [-0.515, -3.691, -4.125], [6.661, 0.889, -3.387], [-1.991, 0.510, -1.698], [-1.797, 3.058, -7.090], [1.983, -4.779, -0.505], [5.927, -7.508, 6.229], [-4.523, 2.742, -3.247], [2.072, -10.031, 7.200], [-0.593, 2.827, -5.836], [4.185, 1.937, -3.442], [3.535, -8.067, 5.995], [5.318, -0.207, -2.874], [-1.429, 0.706, 1.740], [-3.113, 4.970, -2.191], [-11.354, 5.680, -3.082], [7.282, 2.724, 4.706], [0.122, -1.171, 0.833], [-8.080, 8.065, -4.494], [1.722, -4.084, -5.098], [0.491, 2.481, 1.130], [7.380, 1.251, -1.175], [-3.580, 2.708, -5.688], [-0.428, 0.964, -3.490], [-4.722, 4.146, -4.389], [7.475, -0.489, 0.497], [5.928, -11.403, 8.400], [5.268, -3.855, 4.076], [6.961, -0.766, -2.940], [-8.445, 7.862, 1.066], [-12.162, 10.644, -0.631], [4.476, 0.448, -0.832], [1.082, -10.976, 9.275]]
}